ORCA calculation (the ωB97M-V functional and the def2-TZVPD basis) on a cluster of 3 separate species, C18H35F5O8S in total.

XYZ file:
```
67
Properties=species:S:1:pos:R:3:forces:R:3
O 0.5042 2.9998 0.4911 0.165 -0.018 0.056
S -0.5731 2.3443 1.1449 -0.407 -0.297 0.449
O -0.4011 1.7525 2.4356 -0.002 -0.029 0.009
C -1.9978 3.4184 1.2383 0.017 0.374 -0.094
C -3.3682 2.8468 0.8343 0.090 -0.290 0.063
C -3.3412 1.7788 -0.2680 -0.077 0.133 -0.021
C -3.1415 2.3781 -1.6504 -0.116 -0.109 -0.132
O -1.9641 3.1475 -1.6725 -0.071 -0.001 0.006
C -1.6304 3.5664 -2.9859 0.105 -0.259 -0.058
O -0.4420 4.2511 -2.9390 -0.134 0.263 -0.203
C 0.7287 3.4782 -3.1893 0.176 -0.210 0.049
C 1.7998 3.7601 -2.1307 -0.178 0.050 0.171
O 2.4608 2.5784 -1.7081 0.053 -0.072 -0.312
C -2.3437 0.7028 0.1461 -0.058 -0.213 0.203
C -2.3504 -0.5929 -0.6933 0.210 0.153 0.043
F -3.5157 -0.7064 -1.3659 -0.192 0.025 -0.084
F -2.2695 -1.6443 0.1484 -0.005 -0.263 0.051
C -1.2051 -0.7862 -1.7264 -0.063 0.076 -0.035
F -1.4969 -1.8202 -2.5145 -0.020 -0.013 0.018
F -0.0515 -1.0291 -1.1247 0.121 -0.045 0.081
F -1.0693 0.2986 -2.4980 -0.032 0.018 -0.061
O -0.9971 1.1673 0.1488 0.036 0.262 -0.408
H -1.7263 4.2948 0.6500 -0.042 -0.161 -0.063
H -2.0160 3.6874 2.2954 0.053 0.092 -0.085
H -4.0029 3.6743 0.5093 0.062 -0.020 0.085
H -3.8313 2.4079 1.7227 0.003 0.026 -0.081
H -4.3245 1.2982 -0.2914 0.074 0.024 0.094
H -3.1141 1.5818 -2.4076 0.054 0.109 0.041
H -4.0171 3.0054 -1.8850 0.077 -0.026 0.041
H -1.5504 2.6635 -3.6130 -0.060 0.121 -0.068
H -2.4172 4.2186 -3.3876 0.075 0.059 0.136
H 1.0922 3.7097 -4.1961 -0.068 -0.027 0.056
H 0.4799 2.4102 -3.1578 0.043 0.083 0.028
H 2.5744 4.4189 -2.5252 -0.003 -0.073 0.050
H 1.3125 4.2570 -1.2850 0.071 -0.031 -0.143
H 1.7952 1.9458 -1.4073 0.035 0.248 0.173
H -2.5963 0.3679 1.1619 -0.038 0.020 -0.088
C 4.6310 0.1229 -1.3324 0.074 -0.086 -0.009
C 3.4866 -0.5168 -2.0981 -0.025 0.054 0.065
O 3.8744 -1.6018 -2.9261 -0.030 -0.028 -0.050
C 4.4767 -2.7010 -2.2685 0.019 -0.020 -0.008
C 3.5943 -3.3601 -1.2217 -0.046 0.026 -0.004
H 5.4011 0.4679 -2.0237 0.001 0.010 0.006
H 4.2672 0.9803 -0.7677 -0.022 0.023 -0.041
H 5.0924 -0.5736 -0.6302 -0.029 0.009 0.027
H 3.0525 0.2146 -2.7789 0.007 -0.003 -0.008
H 2.6919 -0.8279 -1.4070 0.043 -0.011 -0.004
H 5.4364 -2.4099 -1.8262 -0.017 0.024 0.019
H 4.6968 -3.4127 -3.0650 0.007 0.000 0.004
H 3.3670 -2.6874 -0.3937 0.031 -0.006 0.014
H 4.1022 -4.2324 -0.8079 0.000 -0.013 -0.013
H 2.6518 -3.6855 -1.6647 -0.002 0.004 0.002
C 0.0022 -5.2600 4.3059 0.036 0.042 -0.005
C -1.0373 -4.4824 5.0952 -0.019 -0.039 0.010
O -0.6757 -3.1410 5.3684 -0.005 0.014 0.027
C -0.4481 -2.3157 4.2387 0.031 0.034 -0.019
C -1.6512 -2.1682 3.3229 -0.016 -0.013 0.089
H 0.9618 -5.2513 4.8243 -0.002 -0.001 -0.004
H -0.3214 -6.2954 4.1912 0.004 -0.006 0.019
H 0.1519 -4.8492 3.3067 -0.029 -0.018 -0.011
H -1.1704 -4.9376 6.0770 -0.007 0.001 -0.005
H -2.0090 -4.5268 4.5891 0.014 0.021 -0.022
H 0.4194 -2.6685 3.6695 -0.015 -0.032 -0.002
H -0.1803 -1.3437 4.6524 0.001 -0.003 -0.005
H -1.9431 -3.1147 2.8661 0.030 0.012 -0.045
H -1.4077 -1.4725 2.5201 0.012 0.022 0.023
H -2.5062 -1.7809 3.8804 -0.002 0.005 -0.017
```
Forces are in eV/Å.

Output
* charge: 0
* maximum force: 0.675 eV Å⁻¹
* gap between HOMO and LUMO: 0.356 Ha
* SMILES: O=S1(=O)CC[C@@H](COCOCCO)[C@@H](C(F)(F)C(F)(F)F)O1.CCOCC.CCOCC

---

ORCA calculation (the ωB97M-V functional and the def2-TZVPD basis) on an isolated molecule of C3H7NO2 at a distorted geometry.

XYZ file:
```
13
Properties=species:S:1:pos:R:3:forces:R:3
C 1.1858 -1.6334 -0.7516 -0.149 -0.093 0.073
C 0.1711 -0.8637 -0.3672 0.637 0.331 0.680
O -0.9363 -1.3683 0.2199 -0.213 0.199 -0.070
N 0.2112 0.5533 -0.4178 0.569 -0.057 0.255
C -0.2642 1.2713 0.7727 0.407 -0.383 -0.774
O -1.6519 1.3091 0.5671 -0.609 0.395 -2.425
H 1.1224 -2.6997 -0.6501 -0.124 -0.221 -0.119
H 2.1214 -1.2096 -1.0656 0.075 0.167 -0.166
H -1.5207 -0.6322 0.4849 0.009 -0.202 -0.183
H 1.0831 0.8919 -0.8002 -0.005 -0.085 0.108
H -0.0810 0.7575 1.7263 0.136 0.137 -0.217
H 0.1727 2.2779 0.7546 0.044 -0.224 0.182
H -1.6134 1.3461 -0.4730 -0.779 0.036 2.656
```
Forces are in eV/Å.

Output
* charge: 0
* maximum force: 2.768 eV Å⁻¹
* gap between HOMO and LUMO: 0.339 Ha
* relative energy (zero: lowest compared OMol25 entry of this formula, charge and spin): 196.0 kJ/mol
* SMILES: C=C(O)NCO

---

ORCA calculation (the ωB97M-V functional and the def2-TZVPD basis) on a structure of composition C23H37MnN8O10PS6.

XYZ file:
```
86
Properties=species:S:1:pos:R:3:forces:R:3
Mn 0.0321 -0.0865 -0.1328 0.521 -0.025 0.652
N 1.3486 1.3181 0.7805 0.097 -0.109 0.049
N 1.7014 2.5156 0.1295 -0.173 0.047 -0.249
C 1.2271 2.6947 -1.1206 0.130 -0.199 0.148
N 1.2307 3.9647 -1.5881 -0.092 0.013 0.012
N 0.8745 1.5654 -1.7356 -0.277 0.225 -0.286
N 0.3092 1.6684 -2.9981 0.156 -0.159 0.227
O 0.5291 2.6457 -3.7186 0.026 0.126 -0.085
O -0.3407 0.7176 -3.3332 0.001 -0.067 -0.142
H 0.7393 1.5404 1.5661 0.068 0.017 0.067
H 2.1926 0.8334 1.1410 -0.032 0.075 0.093
H 1.6865 3.3352 0.7196 0.070 0.008 -0.022
H 0.8841 4.6210 -0.9013 0.023 0.000 0.019
H 0.7761 4.0479 -2.4875 0.020 -0.042 -0.016
S 2.0885 -5.2499 5.0310 -0.014 0.200 -0.127
C 1.9769 -3.8354 4.1188 0.024 -0.294 0.200
S 3.3344 -2.9695 3.5402 0.006 -0.083 0.027
C 2.5197 -1.6458 2.7271 0.219 0.335 -0.087
C 1.1624 -1.7103 2.7803 -0.177 0.102 -0.180
S -0.1450 -0.6718 2.1964 0.037 0.003 0.053
S 0.5244 -3.0887 3.6517 -0.008 -0.111 0.005
S 3.6624 -0.4779 2.0693 -0.211 -0.202 0.034
C 4.6977 -2.8148 -1.4189 0.160 0.025 0.068
N 3.3424 -2.6561 -0.9952 -0.219 -0.077 -0.039
C 2.5465 -3.6781 -0.3636 0.024 -0.010 0.061
C 1.2552 -2.9204 -0.0526 -0.042 0.023 -0.065
O 0.2816 -3.4411 0.4252 0.003 -0.016 -0.016
N 1.4240 -1.5942 -0.4340 0.135 -0.044 -0.216
C 2.6144 -1.5225 -1.0111 -0.052 0.121 0.197
N 3.0737 -0.4081 -1.5808 0.060 0.071 -0.069
H 5.1854 -3.5496 -0.7769 -0.018 -0.015 -0.018
H 5.2515 -1.8831 -1.2889 -0.008 0.005 -0.001
H 4.7833 -3.1480 -2.4599 -0.007 0.011 -0.002
H 2.9905 -4.0345 0.5698 0.030 -0.014 -0.012
H 2.3354 -4.5169 -1.0311 -0.017 -0.001 0.023
H 2.4601 0.3935 -1.6054 -0.064 -0.055 -0.055
H 3.9581 -0.3848 -2.0472 -0.003 -0.011 0.035
C -7.2985 3.2724 2.4800 -0.068 -0.011 0.027
C -5.8898 3.1710 1.9633 0.056 0.013 -0.038
C -4.8111 3.0658 2.8333 -0.028 -0.005 0.017
C -3.5105 2.9851 2.3560 -0.017 -0.049 0.006
C -3.2814 3.0107 0.9918 0.000 0.013 0.015
C -4.3435 3.1127 0.1057 -0.013 -0.003 -0.012
C -5.6369 3.1896 0.5929 -0.011 0.007 0.022
S -1.6268 2.8580 0.3685 0.027 0.025 0.163
O -0.7578 3.4167 1.4038 -0.009 -0.027 -0.159
O -1.5983 3.5998 -0.8835 -0.016 0.022 -0.017
O -1.4581 1.4159 0.1853 -0.103 0.083 0.059
H -7.3361 3.1067 3.5567 0.010 -0.001 0.006
H -7.9477 2.5350 2.0045 0.002 -0.008 -0.011
H -7.7240 4.2587 2.2790 0.006 0.004 -0.004
H -4.9883 3.0345 3.9025 -0.010 0.008 0.005
H -2.6731 2.8891 3.0330 0.038 0.009 0.004
H -4.1444 3.1257 -0.9572 0.016 0.017 0.001
H -6.4657 3.2592 -0.1035 -0.017 0.009 0.001
C -0.8233 -5.3880 -1.9975 -0.008 -0.044 -0.030
C -2.1864 -4.7300 -2.1910 -0.007 0.101 0.088
C -2.5495 -4.6446 -3.6701 -0.011 -0.055 -0.033
C -3.2549 -5.5092 -1.4291 0.037 0.015 -0.019
O -2.1962 -3.4322 -1.5772 -0.048 -0.086 -0.025
P -1.4205 -2.1287 -2.1403 0.108 -0.014 0.066
O -0.2182 -2.4959 -2.9236 -0.051 -0.036 0.040
O -1.3560 -1.2196 -0.9368 -0.134 0.094 -0.431
O -2.4927 -1.5102 -3.1870 -0.021 -0.005 0.014
C -3.6724 -0.7616 -2.8435 -0.006 -0.007 -0.035
C -3.2973 0.6771 -2.5063 -0.073 -0.017 -0.029
C -4.5153 -0.7988 -4.1173 0.038 -0.003 0.074
C -4.4375 -1.3964 -1.6866 -0.073 0.030 0.006
H -0.8500 -6.4144 -2.3780 -0.003 0.010 0.010
H -0.5655 -5.3982 -0.9390 -0.008 0.013 0.035
H -0.0618 -4.8211 -2.5298 0.009 0.037 -0.032
H -2.5462 -5.6494 -4.1023 -0.021 0.000 -0.008
H -1.8319 -4.0259 -4.2056 0.052 0.020 -0.001
H -3.5430 -4.2105 -3.7972 -0.009 0.017 0.012
H -3.3037 -6.5417 -1.7833 0.006 -0.009 -0.016
H -4.2325 -5.0435 -1.5654 -0.008 0.023 -0.003
H -3.0178 -5.5091 -0.3656 0.014 0.002 0.020
H -2.6825 1.1013 -3.3000 -0.063 -0.004 -0.021
H -2.7390 0.7252 -1.5739 -0.015 -0.028 -0.028
H -4.2098 1.2738 -2.4075 0.000 -0.010 0.002
H -3.9580 -0.3510 -4.9402 0.023 0.013 -0.030
H -5.4471 -0.2463 -3.9783 -0.011 0.017 0.018
H -4.7531 -1.8304 -4.3809 -0.002 -0.037 -0.003
H -3.8213 -1.4362 -0.7906 0.027 0.020 0.023
H -4.7522 -2.4111 -1.9351 0.006 -0.027 -0.020
H -5.3248 -0.7932 -1.4744 -0.007 -0.008 -0.008
```
Forces are in eV/Å.

Output
* charge: -2
* maximum force: 0.835 eV Å⁻¹
* gap between HOMO and LUMO (spin up / spin down): 0.195 / 0.195 Ha
* ⟨S²⟩: 0.75
* spin multiplicity: 2